DFT (ωB97M-V with the def2-TZVPD basis set) results for a molecular structure, C37H32AsN2OPt in a non-equilibrium geometry.

Structure (ORCA input):
```
! RIJCOSX wB97M-V def2-TZVPD def2/J DEFGRID3
* xyz 3 1
Pt 0.0198 0.1277 -0.0449
C 2.3947 -3.1013 -1.0465
C 2.0804 -1.9126 -0.1948
C 2.5475 -0.6300 -0.5392
C 2.3299 0.4789 0.2965
C 1.6133 0.3190 1.5065
C 1.0837 -0.9462 1.8285
C 1.3518 -2.0469 0.9927
H 2.6865 -2.8118 -2.0542
H 1.5562 -3.7966 -1.0904
H 3.2358 -3.6410 -0.6020
H 3.1035 -0.4921 -1.4597
H 2.7734 1.4371 0.0566
H 1.5556 1.1491 2.1977
H 0.5386 -1.0742 2.7546
H 0.9744 -3.0225 1.2782
C 0.1778 -1.0601 -5.4451
C -0.3878 0.2110 -5.4362
C -0.6931 0.8342 -4.2393
C -0.4106 0.1585 -3.0574
C 0.1494 -1.1094 -3.0471
C 0.4424 -1.7235 -4.2540
N -0.7242 0.7959 -1.8058
N -1.4513 1.7920 -1.7738
C -1.6353 2.3452 -0.5166
C -2.4066 3.4845 -0.3377
C -2.5642 3.9772 0.9494
C -1.9614 3.3313 2.0211
C -1.1672 2.1883 1.8511
C -1.0162 1.7254 0.5697
H 0.4110 -1.5367 -6.3875
H -0.5833 0.7242 -6.3676
H -1.1229 1.8251 -4.2185
H 0.3132 -1.6392 -2.1182
H 0.8666 -2.7182 -4.2703
H -2.8573 3.9606 -1.1989
H -3.1543 4.8664 1.1202
H -2.0957 3.7186 3.0229
H -0.7071 1.7198 2.7099
O -1.4586 -1.0771 -0.0205
As -3.1704 -1.4520 -0.1915
C -4.0801 -0.3183 -1.3850
C -4.4635 0.9523 -0.9480
C -5.1436 1.7873 -1.8159
C -5.4426 1.3574 -3.1052
C -5.0611 0.0932 -3.5362
C -4.3753 -0.7525 -2.6781
C -3.0983 -3.2155 -0.8803
C -4.3003 -3.8998 -1.0494
C -4.2740 -5.1882 -1.5606
C -3.0641 -5.7822 -1.8940
C -1.8708 -5.0932 -1.7213
C -1.8814 -3.8039 -1.2132
C -3.9039 -1.2893 1.5433
C -3.1153 -0.9087 2.6251
C -3.6784 -0.8312 3.8892
C -5.0199 -1.1416 4.0677
C -5.8033 -1.5211 2.9856
C -5.2529 -1.5926 1.7160
H -4.2799 1.2609 0.0761
H -5.4724 2.7637 -1.4854
H -5.9997 2.0046 -3.7697
H -5.3094 -0.2370 -4.5356
H -4.0876 -1.7430 -3.0089
H -5.2512 -3.4497 -0.7926
H -5.2007 -5.7284 -1.6972
H -3.0525 -6.7894 -2.2878
H -0.9348 -5.5685 -1.9842
H -0.9575 -3.2604 -1.0721
H -2.0687 -0.6734 2.4765
H -3.0764 -0.5403 4.7396
H -5.4606 -1.0797 5.0535
H -6.8484 -1.7579 3.1306
H -5.8849 -1.8545 0.8759
*
```

The HOMO energy is -17.02 eV. For the gap between HOMO and LUMO, the calculation gives 5.48 eV. The value obtained for the max |F| is 1.3 eV Å⁻¹.

DFT (ωB97M-V with the def2-TZVPD basis set) results for 9 unconnected molecules or ions with the total composition C34H74O22P2S7 in a non-equilibrium geometry.

Structure (ORCA input):
```
! RIJCOSX wB97M-V def2-TZVPD def2/J DEFGRID3
* xyz 0 1
C 0.0839 -4.9212 -5.1886
O 0.8871 -5.2882 -4.0703
P 0.7305 -4.4945 -2.7035
O 1.8450 -4.6889 -1.7722
O 0.4574 -2.9451 -3.0393
C 1.3953 -2.1500 -3.7744
O -0.7080 -4.9733 -2.1827
C -1.6111 -4.1297 -1.5227
H 0.6567 -4.3870 -5.9481
H -0.8291 -4.3825 -4.9422
H -0.1933 -5.8389 -5.7098
H 1.1296 -1.1184 -3.5425
H 1.0916 -2.2294 -4.8221
H 2.4520 -2.3579 -3.6259
H -2.5590 -4.6778 -1.5174
H -1.8961 -3.1628 -1.9520
H -1.4201 -3.8900 -0.4713
C 5.8246 0.5690 -0.3786
O 6.4594 1.7223 0.1908
P 7.1397 2.8029 -0.7401
O 7.8298 3.9047 -0.0795
O 6.0441 3.1818 -1.8241
C 4.7026 3.4032 -1.4149
O 8.1679 1.9434 -1.6210
C 9.3547 1.5054 -0.9755
H 6.2103 -0.3361 0.0869
H 5.9560 0.4415 -1.4536
H 4.7713 0.6887 -0.1356
H 4.0693 2.5574 -1.6756
H 4.3076 4.2914 -1.9143
H 4.5931 3.6749 -0.3625
H 10.0863 0.8743 -1.4688
H 9.0520 1.0960 -0.0047
H 9.9304 2.3760 -0.6367
O -2.2206 1.2711 3.8472
S -1.1738 1.5786 4.8052
O 0.1738 1.9574 4.4499
C -1.9138 2.7091 6.0333
C -1.5981 2.1338 7.3874
C -1.6899 0.6015 7.2900
C -1.0372 0.1869 6.0018
H -2.9898 2.8609 5.9514
H -1.4554 3.6504 5.7193
H -0.5623 2.3332 7.6793
H -2.2213 2.5430 8.1799
H -2.6959 0.2546 7.5464
H -1.1542 0.1647 8.1373
H -1.2700 -0.7334 5.4679
H 0.0390 0.1707 6.1901
O -0.7199 0.5648 -4.3337
S -2.1456 0.8689 -4.3707
O -2.9126 1.3156 -5.5115
C -2.9965 -0.5955 -3.7662
C -3.2158 -0.4067 -2.2672
C -3.3863 1.0851 -1.9706
C -2.4732 1.9260 -2.9010
H -2.5667 -1.5154 -4.1497
H -3.9954 -0.4675 -4.1913
H -4.1495 -0.8795 -1.9682
H -2.3607 -0.7745 -1.6995
H -3.2555 1.2825 -0.9133
H -4.4035 1.3144 -2.3165
H -1.5483 1.8362 -2.3569
H -2.8116 2.9173 -3.1530
O -2.1617 4.8599 0.6167
S -2.7257 3.5674 0.3262
O -1.9024 2.3689 0.3415
C -4.2102 3.3297 1.3393
C -5.2884 4.1773 0.7176
C -5.1883 4.0231 -0.8316
C -3.7213 3.6704 -1.1934
H -3.8560 3.5412 2.3496
H -4.4054 2.2552 1.3277
H -6.2375 3.8018 1.0973
H -5.1618 5.2297 0.9631
H -5.5557 4.9318 -1.3025
H -5.8306 3.2160 -1.1828
H -3.2183 4.2372 -1.9706
H -3.7282 2.6073 -1.5337
O -0.3131 5.4103 -5.0719
S 0.7932 4.8204 -4.3376
O 2.1810 4.8917 -4.7155
C 0.5994 5.4459 -2.6225
C 0.6142 4.1898 -1.7135
C -0.0129 3.0226 -2.4800
C 0.4308 3.0501 -3.9370
H -0.3921 5.8916 -2.5583
H 1.3888 6.1686 -2.4403
H 1.6862 4.0598 -1.5207
H 0.2828 4.3600 -0.6906
H -1.1225 3.0273 -2.4628
H 0.3481 2.0877 -2.0492
H -0.3251 2.8257 -4.6896
H 1.2468 2.4153 -4.2754
O 5.6610 -5.8572 1.9709
S 4.6841 -6.1817 0.9565
O 4.2717 -7.5546 0.7381
C 3.1769 -5.2009 1.2673
C 3.6583 -3.7709 0.9611
C 4.4796 -3.8781 -0.3300
C 5.1168 -5.2512 -0.6062
H 2.7742 -5.5683 2.2073
H 2.5663 -5.6107 0.4596
H 2.6948 -3.2719 0.8390
H 4.1231 -3.2488 1.7928
H 5.1562 -3.0258 -0.4367
H 3.8025 -3.6502 -1.1528
H 6.1519 -5.3941 -0.8934
H 4.4689 -5.6894 -1.3663
O -2.2165 -2.7142 4.3029
S -3.1826 -2.8974 3.2361
O -2.6929 -3.4730 1.9993
C -4.5900 -3.7903 3.7968
C -5.5110 -2.8269 4.4875
C -5.4639 -1.4373 3.7912
C -4.0692 -1.3353 3.0651
H -4.2803 -4.7027 4.3046
H -5.0989 -4.1338 2.8904
H -6.5061 -3.2765 4.4592
H -5.3064 -2.7638 5.5579
H -5.6911 -0.6164 4.4642
H -6.1567 -1.3518 2.9549
H -3.3105 -0.6661 3.4660
H -4.2148 -1.2589 1.9890
O 2.3133 1.6088 0.3416
S 2.0517 0.2217 0.6323
O 3.0347 -0.6703 1.2232
C 0.5322 0.0193 1.6100
C -0.2832 -1.1198 0.9663
C -0.1558 -0.8465 -0.5059
C 1.2630 -0.5167 -0.8836
H -0.1017 0.9022 1.4896
H 0.8057 -0.0240 2.6618
H 0.0021 -2.0655 1.4370
H -1.2860 -1.0411 1.3949
H -0.9366 -0.1300 -0.7730
H -0.4668 -1.6832 -1.1430
H 1.3223 0.3722 -1.5106
H 1.8942 -1.3275 -1.2367
*
```

The HOMO energy is -9.21 eV. For the gap between HOMO and LUMO, the calculation gives 8.65 eV. The value obtained for the max |F| is 3.7 eV Å⁻¹. As for the relative energy (zero: lowest compared OMol25 entry of this formula, charge and spin): 1.416 eV. The SMILES is COP(=O)(OC)OC.COP(=O)(OC)OC.O=S1(=O)CCCC1.O=S1(=O)CCCC1.O=S1(=O)CCCC1.O=S1(=O)CCCC1.O=S1(=O)CCCC1.O=S1(=O)CCCC1.O=S1(=O)CCCC1.

DFT (ωB97M-V with the def2-TZVPD basis set) results for a molecular structure, C2H4N6O3 in a non-equilibrium geometry.

Structure (ORCA input):
```
! RIJCOSX wB97M-V def2-TZVPD def2/J DEFGRID3
* xyz 0 1
C 1.0151 -0.0113 0.9969
C -0.3003 -0.8582 0.9002
N 1.2344 0.5717 -0.1392
N -0.5659 -0.7595 -0.4221
N 0.2989 0.0722 -0.9928
N 1.4709 0.3049 2.2161
N 0.5126 0.1453 -2.3715
N -2.3081 -0.0158 -0.4848
O -0.8566 -1.5332 1.7152
O -3.2529 -0.6640 -0.4672
O -2.0772 1.0612 -0.9507
H 1.0550 -0.3120 2.7968
H 2.4306 0.5978 2.3351
H 1.4345 0.5806 -2.2845
H -0.0910 0.8203 -2.8475
*
```

The HOMO energy (spin up / spin down) is -8.25 / -8.29 eV. For the gap between HOMO and LUMO (spin up / spin down), the calculation gives 6.75 / 7.34 eV. The value obtained for the max |F| is 4.0 eV Å⁻¹. As for the relative energy (zero: lowest compared OMol25 entry of this formula, charge and spin): 1.629 eV.

DFT (ωB97M-V with the def2-TZVPD basis set) results for C2H6N4O in the gas phase in a non-equilibrium geometry.

Structure (ORCA input):
```
! RIJCOSX wB97M-V def2-TZVPD def2/J DEFGRID3
* xyz 0 1
N 2.0436 0.4309 -0.4335
N 1.7497 -0.8161 -0.1570
C 0.5820 -1.1915 0.2561
N -0.5988 -0.3077 0.1389
N -0.2041 1.1488 0.2442
C -1.8460 -0.7266 -0.0713
O -2.7932 0.1783 -0.3239
H 1.2760 1.0810 -0.0649
H 2.8137 0.8720 0.2065
H 0.2066 -2.3049 0.0799
H -0.4490 1.6871 -0.6864
H -0.7252 1.8036 1.0209
H -2.0551 -1.8548 -0.2096
*
```

The HOMO energy is -8.77 eV. For the gap between HOMO and LUMO, the calculation gives 9.19 eV. The value obtained for the max |F| is 6.8 eV Å⁻¹. As for the relative energy (zero: lowest compared OMol25 entry of this formula, charge and spin): 5.648 eV. The SMILES is N/N=C\N(N)C=O.

DFT (ωB97M-V with the def2-TZVPD basis set) results for 2 unconnected molecules or ions with the total composition CHCl3OSi in a non-equilibrium geometry.

Structure (ORCA input):
```
! RIJCOSX wB97M-V def2-TZVPD def2/J DEFGRID3
* xyz 0 1
C 2.0027 -0.0167 1.8899
O 1.4519 -0.0039 0.8657
Si -0.9720 0.1061 -1.1046
Cl -0.2592 -1.4083 -2.2714
Cl -2.9758 -0.4306 -0.5093
Cl -0.9578 1.9514 -1.8765
H 1.7103 -0.1981 3.0062
*
```

The HOMO energy (spin up / spin down) is -8.27 / -8.39 eV. For the gap between HOMO and LUMO (spin up / spin down), the calculation gives 8.23 / 7.04 eV. The value obtained for the max |F| is 2.2 eV Å⁻¹. As for the relative energy (zero: lowest compared OMol25 entry of this formula, charge and spin): 3.117 eV.

Record order is preserved below.
Electronic energy: -3967.89799, -6465.09866, -632.62755, -373.90280, -1784.02902 hartree